# CH2N2OS

A cluster of 2 separate species, CH2N2OS in total in a non-equilibrium geometry (wB97M-V/def2-TZVPD, the OMol25 dataset).

Its relative energy (zero: lowest compared OMol25 entry of this formula, charge and spin) is 6.514 eV. The value obtained for the HOMO-LUMO gap (spin up / spin down) is 6.808 / 7.027 eV. Its HOMO energy (spin up / spin down) is -9.85 / -9.91 eV.

```
! wB97M-V def2-TZVPD RIJCOSX def2/J DEFGRID3
* xyz 0 1
S 0.39 -0.15 -0.24
O 0.40 1.34 -2.53
N 1.21 -0.36 1.07
N -2.40 0.17 0.54
C -1.33 0.00 0.18
H 0.25 -1.48 -0.58
H 1.48 0.47 1.57
*
```

---

# C3H7BClF4NO2

A cluster of 2 separate species, C3H7BClF4NO2 in total in a non-equilibrium geometry (wB97M-V/def2-TZVPD, the OMol25 dataset).

Its relative energy (zero: lowest compared OMol25 entry of this formula, charge and spin) is 0.000 eV. The value obtained for the HOMO-LUMO gap is 8.665 eV. Its HOMO energy is -10.86 eV.

```
! wB97M-V def2-TZVPD RIJCOSX def2/J DEFGRID3
* xyz 0 1
Cl 0.48 0.49 -2.14
F 0.20 2.97 2.11
F 1.28 3.10 0.08
F -0.30 4.67 0.65
F -0.97 2.52 0.17
O 0.56 -1.59 0.99
O -0.25 -3.54 0.52
N 1.36 -0.54 -1.05
C -0.42 -2.41 0.45
C 0.75 -0.37 0.35
C -1.67 -1.89 -0.25
B 0.05 3.33 0.76
H 1.27 -1.49 -1.43
H 2.34 -0.27 -1.09
H 1.46 0.20 0.94
H -0.15 0.25 0.28
H -1.65 -0.84 -0.55
H -2.53 -2.10 0.38
H -1.81 -2.47 -1.16
*
```

---

# C2H6N2S

An isolated molecule of C2H6N2S in a non-equilibrium geometry (wB97M-V/def2-TZVPD, the OMol25 dataset).

Its relative energy (zero: lowest compared OMol25 entry of this formula, charge and spin) is 1.132 eV. As for the SMILES: [H]/N=C(\C)NS. The value obtained for the HOMO-LUMO gap is 9.363 eV. Its HOMO energy is -8.67 eV.

```
! wB97M-V def2-TZVPD RIJCOSX def2/J DEFGRID3
* xyz 0 1
S -0.76 -0.87 -2.45
N -0.83 -0.08 -0.93
N 1.55 -0.13 -0.45
C -0.15 0.56 1.25
C 0.31 0.04 -0.05
H 2.11 0.31 0.31
H -1.15 0.35 1.35
H -1.70 -0.10 -0.42
H 0.19 -1.76 -2.07
H 0.49 0.02 2.04
H -0.06 1.64 1.41
*
```

---

# C6H10FN2

The ion C6H10FN2 with charge +1 in a non-equilibrium geometry (wB97M-V/def2-TZVPD, the OMol25 dataset).

Its relative energy (zero: lowest compared OMol25 entry of this formula, charge and spin) is 3.160 eV. As for the SMILES: C[C@@H]([NH3+])c1cc[nH]c1F. The value obtained for the HOMO-LUMO gap is 8.020 eV. Its HOMO energy is -11.38 eV.

```
! wB97M-V def2-TZVPD RIJCOSX def2/J DEFGRID3
* xyz 1 1
F 1.09 -2.10 -0.91
N 0.04 -0.81 2.00
N 1.48 -0.17 -2.13
C 0.46 1.51 -1.07
C -0.48 0.31 1.03
C 1.21 1.12 -2.19
C 0.24 0.42 -0.23
C 0.83 -0.87 -1.23
C -1.87 -0.14 0.75
H -1.97 -1.16 0.32
H -0.53 1.13 1.67
H -2.30 0.55 0.13
H -0.53 -0.92 2.82
H 0.12 -1.65 1.45
H 2.16 -0.58 -2.77
H 1.58 1.88 -2.80
H 1.03 -0.78 2.34
H -2.66 -0.29 1.58
H 0.10 2.54 -0.76
*
```

---

# C4H5N3

A cluster of 2 separate species, C4H5N3 in total in a non-equilibrium geometry (wB97M-V/def2-TZVPD, the OMol25 dataset).

Its relative energy (zero: lowest compared OMol25 entry of this formula, charge and spin) is 3.946 eV. As for the SMILES: N#CC=C=N.C=N. The value obtained for the HOMO-LUMO gap is 10.032 eV. Its HOMO energy is -9.59 eV.

```
! wB97M-V def2-TZVPD RIJCOSX def2/J DEFGRID3
* xyz 0 1
N -0.47 2.85 0.94
N -2.60 -1.15 1.00
N 1.45 -0.06 -0.43
C 1.62 -0.70 -1.51
C -0.58 0.30 1.11
C -1.72 -0.32 1.17
C -0.54 1.70 1.02
H -2.47 -1.27 -0.05
H 0.23 -0.39 1.32
H 1.43 0.96 -0.59
H 1.87 -0.12 -2.39
H 1.78 -1.79 -1.60
*
```

---

# CH2N3O

A structure of composition CH2N3O in a non-equilibrium geometry (wB97M-V/def2-TZVPD, the OMol25 dataset).

Its relative energy (zero: lowest compared OMol25 entry of this formula, charge and spin) is 2.045 eV. The value obtained for the HOMO-LUMO gap (spin up / spin down) is 8.093 / 8.093 eV. Its HOMO energy (spin up / spin down) is -3.35 / -3.35 eV.

```
! wB97M-V def2-TZVPD RIJCOSX def2/J DEFGRID3
* xyz -1 1
O 1.29 1.79 0.06
N 1.21 0.72 -0.53
N 0.02 -0.10 0.02
N 3.82 -0.76 0.14
C 2.87 -0.13 -0.04
H 0.03 -1.14 0.02
H -0.32 0.18 0.90
*
```

---

# C2CeF6NO4S2

A structure of composition C2CeF6NO4S2 in a non-equilibrium geometry (wB97M-V/def2-TZVPD, the OMol25 dataset).

Its relative energy (zero: lowest compared OMol25 entry of this formula, charge and spin) is 0.000 eV. The value obtained for the HOMO-LUMO gap (spin up / spin down) is 6.295 / 6.344 eV. Its HOMO energy (spin up / spin down) is -8.82 / -8.86 eV.

```
! wB97M-V def2-TZVPD RIJCOSX def2/J DEFGRID3
* xyz 0 2
Ce -2.37 0.75 0.32
S -0.85 -1.75 -0.89
S 0.97 1.85 0.88
F -1.21 -2.68 -3.35
F 0.75 -1.84 -2.98
F 2.47 0.65 2.68
F 0.44 0.99 3.33
F -0.94 -0.55 -3.26
F 1.84 2.64 3.25
O -2.33 -1.37 -0.84
O -0.63 -3.17 -0.57
O -0.83 2.31 1.19
O 1.79 3.05 0.51
N -0.02 -0.69 -0.19
C -0.55 -1.70 -2.74
C 1.46 1.51 2.66
*
```

---

# C19H27N3O5OsS2

A structure of composition C19H27N3O5OsS2 in a non-equilibrium geometry (wB97M-V/def2-TZVPD, the OMol25 dataset).

Its relative energy (zero: lowest compared OMol25 entry of this formula, charge and spin) is 0.046 eV. The value obtained for the HOMO-LUMO gap (spin up / spin down) is 5.836 / 5.249 eV. Its HOMO energy (spin up / spin down) is -13.06 / -13.00 eV.

```
! wB97M-V def2-TZVPD RIJCOSX def2/J DEFGRID3
* xyz 2 5
Os 0.64 -0.50 0.32
S -0.99 -2.58 3.27
S 1.87 -2.78 3.44
O 0.64 0.47 -1.43
O 1.30 3.89 0.78
O 0.71 1.46 0.90
O 0.67 -2.31 0.12
O -1.33 1.31 -0.65
N 0.79 1.97 -3.58
N 0.41 0.55 3.00
N 0.61 -0.60 2.33
C -0.48 2.08 -2.79
C 0.62 4.11 1.93
C 0.56 -1.83 2.94
C 0.00 5.58 3.73
C -0.92 1.50 -5.17
C -0.69 4.50 4.34
C 0.54 5.40 2.46
C 1.02 -4.33 3.88
C 0.66 -4.62 -0.41
C -1.52 -3.14 -0.61
C -0.48 -4.27 3.53
C 0.41 1.60 2.19
C 0.18 2.96 2.70
C -0.59 3.17 3.84
C 0.04 -3.29 -0.75
C 0.55 -3.06 -2.18
C 0.48 2.12 -5.06
C -1.67 1.64 -3.77
C -0.45 1.24 -1.49
H 1.20 1.54 -5.66
H -1.33 4.69 5.22
H 0.52 -4.82 0.62
H -0.57 -4.74 2.50
H 1.24 -4.48 4.99
H -1.49 1.96 -6.01
H 1.52 2.60 -3.27
H -1.78 -3.60 0.39
H 1.59 -2.77 -2.10
H -0.09 6.58 4.20
H 1.04 2.93 0.60
H -2.12 0.74 -3.34
H 0.15 -5.39 -1.01
H 0.51 -3.93 -2.83
H 1.62 -5.10 3.41
H -1.11 2.38 4.31
H -2.35 2.49 -3.76
H -0.83 0.42 -5.44
H 1.15 0.99 -3.48
H 0.48 3.16 -5.37
H -0.03 -2.24 -2.69
H 0.96 6.20 1.89
H -1.76 -2.06 -0.53
H -2.03 -3.61 -1.40
H 1.72 -4.58 -0.71
H -0.61 3.10 -2.53
H -1.19 -4.73 4.21
*
```

---

Repeat the fourth record exactly.
# C6H10FN2

The ion C6H10FN2 with charge +1 in a non-equilibrium geometry (wB97M-V/def2-TZVPD, the OMol25 dataset).

Its relative energy (zero: lowest compared OMol25 entry of this formula, charge and spin) is 3.160 eV. As for the SMILES: C[C@@H]([NH3+])c1cc[nH]c1F. The value obtained for the HOMO-LUMO gap is 8.020 eV. Its HOMO energy is -11.38 eV.

```
! wB97M-V def2-TZVPD RIJCOSX def2/J DEFGRID3
* xyz 1 1
F 1.09 -2.10 -0.91
N 0.04 -0.81 2.00
N 1.48 -0.17 -2.13
C 0.46 1.51 -1.07
C -0.48 0.31 1.03
C 1.21 1.12 -2.19
C 0.24 0.42 -0.23
C 0.83 -0.87 -1.23
C -1.87 -0.14 0.75
H -1.97 -1.16 0.32
H -0.53 1.13 1.67
H -2.30 0.55 0.13
H -0.53 -0.92 2.82
H 0.12 -1.65 1.45
H 2.16 -0.58 -2.77
H 1.58 1.88 -2.80
H 1.03 -0.78 2.34
H -2.66 -0.29 1.58
H 0.10 2.54 -0.76
*
```

---

Look up the relative energy (zero: lowest compared OMol25 entry of this formula, charge and spin) of the fifth one. 3.946 eV

---

Look up the relative energy (zero: lowest compared OMol25 entry of this formula, charge and spin) of the second one. 0.000 eV

---

Which value of relative energy (zero: lowest compared OMol25 entry of this formula, charge and spin) does entry 2 give? 0.000 eV